No. 1
Entry from OMol25: one molecule with the formula C4H11N3O at a distorted geometry (ωB97M-V with the def2-TZVPD basis set).

Its net charge is 0. As for the structure (SMILES): CNCCNC(N)=O. The strongest force on any atom is 0.0900 Eh/bohr. The calculation puts the LUMO energy at 0.866 eV. Its energy above the lowest of the compared OMol25 structures with the same formula, charge and spin is 55.0 kcal per mole.

Each line ends with the Mulliken charge.
Geometry (Å):
H1 1.04 -0.91 -2.79  0.359
H2 1.04 -1.29 0.73  0.358
H3 -2.31 0.73 -1.26  0.198
H4 2.46 -0.45 -1.96  0.342
C1 0.28 0.80 1.34  -0.830
C2 1.50 -1.04 -1.80  -1.051
H5 0.75 1.05 2.36  0.395
N1 0.71 -0.22 -0.97  -0.291
C3 1.11 -0.24 0.48  -0.397
H6 -1.06 -0.19 2.59  0.281
C4 -1.94 0.06 0.69  0.368
H7 1.69 -2.06 -1.64  0.354
H8 2.29 0.05 0.63  0.334
H9 -0.35 -0.54 -0.95  0.216
O1 -2.78 -0.82 0.74  -0.608
H10 -1.57 1.84 -0.50  0.191
N2 -1.94 0.90 -0.41  -0.321
N3 -1.07 0.41 1.76  -0.173
H11 0.14 1.91 0.96  0.276

---

No. 2
Entry from OMol25: a 2-piece molecular cluster, C2H4NO2S overall at a distorted geometry (ωB97M-V with the def2-TZVPD basis set).

Its net charge is -1. The strongest force on any atom is 0.0538 Eh/bohr. The calculation puts the LUMO energy at 2.803 eV. Its energy above the lowest of the compared OMol25 structures with the same formula, charge and spin is 204.5 kcal per mole.

Each line ends with the Mulliken charge.
Geometry (Å):
C1 1.01 -0.38 0.40  -0.348
H1 1.69 0.49 -0.14  0.021
N1 -2.12 -0.24 -0.61  -0.299
O1 2.96 -1.86 -0.62  -0.630
H2 -0.64 1.05 -0.14  0.141
S1 1.69 -1.99 0.14  0.399
H3 -2.17 1.20 0.78  0.196
C2 -1.85 1.04 -0.30  -0.351
O2 1.84 -1.07 1.46  -0.361
H4 -2.42 1.77 -0.97  0.231

---

No. 3
Entry from OMol25: C42H38CsGeN6O4S as an isolated structure at a distorted geometry (ωB97M-V with the def2-TZVPD basis set).

Its net charge is -2. The strongest force on any atom is 0.0604 Eh/bohr. Its multiplicity is 2. The calculation puts the LUMO energy (spin up / spin down) at 3.662 / 3.661 eV.

Each line ends with the Löwdin spin population.
Geometry (Å):
H1 0.75 -4.48 3.90  0.000
O1 -3.13 -1.33 4.05  0.000
H2 -2.30 -1.30 -4.18  0.000
H3 1.61 5.89 2.65  0.000
C1 -1.75 1.85 -5.05  0.000
C2 0.14 3.85 -5.16  0.000
H4 1.42 2.48 -4.15  0.000
O2 0.42 2.89 -0.90  0.000
H5 7.14 -0.13 -0.11  -0.001
C3 -1.26 -1.41 -4.48  0.000
C4 -3.23 1.64 0.54  0.000
S1 -0.09 3.58 0.28  0.000
N1 3.31 3.72 5.52  0.001
C5 -4.15 2.46 1.17  0.000
H6 -2.93 1.83 -0.48  0.000
C6 4.01 -1.28 -3.94  0.000
H7 5.99 -1.06 1.87  0.005
C7 -4.54 2.15 2.46  0.000
C8 -0.49 1.60 -4.50  0.000
N2 -2.69 0.58 1.11  0.002
H8 2.83 -5.39 2.82  0.000
C9 -0.86 -2.59 3.04  0.000
C10 -3.04 0.28 2.35  0.000
C11 -0.69 5.48 -1.73  0.000
H9 -1.35 5.03 -6.16  0.000
C12 2.27 -4.58 2.37  0.000
H10 -2.50 1.07 -5.02  0.000
H11 3.59 -0.62 2.22  0.011
C13 1.12 -4.09 2.97  0.000
C14 -3.97 1.04 3.06  0.000
H12 -3.04 3.22 -6.08  0.000
H13 -4.57 3.32 0.66  0.000
H14 -5.27 2.75 2.99  0.000
C15 5.44 -0.46 1.15  0.029
C16 2.67 -4.02 1.17  0.000
H15 0.89 4.63 -5.22  0.000
C17 0.77 5.37 2.18  0.000
C18 2.73 -0.92 -3.49  0.000
H16 2.53 -0.98 -2.43  0.000
H17 -0.18 4.71 -2.32  0.000
C19 3.63 -0.74 -7.58  0.000
C20 2.67 -0.36 -8.48  0.000
C21 2.91 2.89 3.13  0.004
C22 6.08 0.06 0.04  -0.020
N3 -1.40 -1.48 2.50  0.000
Ge1 -0.08 -0.08 -3.42  0.000
H18 5.89 1.28 -1.71  0.005
H19 0.62 0.23 -8.74  0.000
O3 -1.26 -3.28 3.97  0.000
C23 1.17 4.83 0.82  0.000
N4 4.92 3.34 1.60  0.003
C24 0.41 -3.05 2.35  0.000
N5 0.80 -2.53 1.20  0.000
C25 -2.50 -0.96 3.06  0.000
H20 -1.51 5.58 0.28  0.000
H21 -2.15 4.27 -0.71  0.000
C26 -2.06 3.06 -5.64  0.000
H22 0.48 4.55 2.84  0.000
H23 -0.95 -2.42 -4.22  0.000
C27 1.90 -3.00 0.63  0.000
C28 1.38 -0.05 -8.02  0.000
H24 -4.24 0.73 4.06  0.000
H25 2.18 -2.54 -0.31  0.000
H26 -1.22 -1.33 -5.56  0.000
H27 0.04 6.25 -1.49  0.000
C29 -1.26 4.85 -0.48  0.000
H28 1.27 5.61 0.08  0.000
C30 3.34 -0.82 -6.20  0.000
C31 4.08 -0.22 1.35  0.087
H29 5.30 -1.52 -5.64  0.000
C32 3.12 3.32 4.45  0.000
C33 1.72 -0.52 -4.34  0.000
N6 1.71 2.44 2.80  0.005
H30 4.63 -0.97 -7.91  0.000
C34 4.32 -1.24 -5.27  0.000
H31 3.48 1.70 -1.38  0.011
C35 5.38 0.84 -0.86  0.029
C36 1.09 -0.08 -6.69  0.000
C37 -1.12 4.07 -5.70  0.000
H32 -0.06 6.07 2.10  0.000
H33 3.56 -4.37 0.65  0.000
H34 2.90 -0.29 -9.54  0.000
O4 1.46 2.09 1.60  0.051
C38 4.02 3.10 2.28  0.001
C39 3.41 0.54 0.43  0.667
H35 0.12 0.20 -6.32  0.000
H36 -1.46 5.93 -2.34  0.000
C40 4.03 1.09 -0.67  0.084
C41 0.44 2.64 -4.57  0.000
C42 2.05 -0.47 -5.73  0.000
Cs1 0.12 0.34 0.32  0.025
H37 2.10 4.27 0.87  0.000
H38 4.76 -1.57 -3.22  0.000